[1]
ORCA calculation (ωB97M-V with the def2-TZVPD basis set) on 16 unconnected molecules or ions with the total composition C33H68BCl31 at a distorted geometry.

Element x y z (Å)
B1 1.070 -4.038 1.400
C1 -0.194 -3.921 0.476
C2 -1.503 -4.181 1.199
C3 -2.532 -3.126 0.922
Cl1 -2.127 -5.791 0.747
H1 1.437 -3.078 2.003
H2 1.660 -5.078 1.425
H3 -0.196 -2.950 0.086
H4 -0.141 -4.608 -0.311
H5 -1.365 -4.223 2.231
H6 -2.287 -2.567 0.073
H7 -3.462 -3.574 0.737
H8 -2.576 -2.462 1.733
Cl2 0.092 -0.996 -1.278
C4 1.725 -0.290 -1.221
C5 2.668 -1.029 -2.120
Cl3 2.989 -2.691 -1.541
H9 2.059 -0.306 -0.191
H10 1.643 0.744 -1.538
H11 3.623 -0.509 -2.155
H12 2.277 -1.105 -3.127
Cl4 -3.111 -0.266 4.445
C6 -2.632 -1.701 5.392
C7 -1.139 -1.845 5.475
Cl5 -0.425 -2.244 3.892
H13 -3.085 -2.571 4.931
H14 -3.044 -1.580 6.389
H15 -0.889 -2.656 6.154
H16 -0.671 -0.936 5.832
Cl6 3.591 2.819 -1.046
C8 2.722 4.213 -0.336
C9 1.966 3.840 0.906
Cl7 0.581 2.774 0.550
H17 2.068 4.620 -1.105
H18 3.473 4.959 -0.096
H19 1.565 4.737 1.368
H20 2.601 3.335 1.622
Cl8 5.090 7.904 -2.367
C10 4.394 6.713 -3.495
C11 2.956 7.010 -3.814
Cl9 1.903 6.768 -2.395
H21 4.504 5.730 -3.052
H22 4.982 6.752 -4.407
H23 2.608 6.334 -4.589
H24 2.824 8.029 -4.156
Cl10 7.174 -1.905 0.742
C12 6.489 -3.181 -0.302
C13 7.549 -4.084 -0.851
Cl11 8.602 -3.256 -2.027
H25 5.927 -2.705 -1.091
H26 5.803 -3.759 0.309
H27 7.083 -4.916 -1.373
H28 8.180 -4.475 -0.062
Cl12 -3.661 0.170 -0.437
C14 -3.449 1.936 -0.604
C15 -3.203 2.339 -2.029
Cl13 -1.618 1.759 -2.593
H29 -2.631 2.235 0.037
H30 -4.358 2.401 -0.245
H31 -3.200 3.423 -2.111
H32 -3.964 1.945 -2.692
Cl14 -0.556 1.284 -7.386
C16 -1.927 1.012 -6.274
C17 -3.252 1.079 -6.976
Cl15 -3.631 2.735 -7.536
H33 -1.860 1.744 -5.481
H34 -1.796 0.024 -5.843
H35 -4.038 0.787 -6.292
H36 -3.281 0.426 -7.834
Cl16 7.900 1.992 5.701
C18 7.716 0.637 4.555
C19 6.680 0.917 3.506
Cl17 5.035 0.971 4.195
H37 7.470 -0.248 5.128
H38 8.681 0.487 4.081
H39 6.689 0.122 2.770
H40 6.865 1.860 3.006
Cl18 6.308 -1.227 7.219
C20 6.962 -2.734 7.903
C21 8.463 -2.724 7.928
Cl19 9.155 -2.776 6.285
H41 6.581 -3.561 7.316
H42 6.579 -2.822 8.915
H43 8.827 -3.600 8.457
H44 8.842 -1.836 8.420
Cl20 5.703 -3.912 -4.108
C22 7.100 -4.760 -4.818
C23 6.704 -6.073 -5.431
Cl21 6.204 -7.257 -4.195
H45 7.839 -4.893 -4.041
H46 7.515 -4.108 -5.580
H47 7.554 -6.499 -5.956
H48 5.885 -5.954 -6.130
Cl22 -2.951 -7.907 6.692
C24 -3.249 -8.016 4.937
C25 -2.736 -6.817 4.195
Cl23 -3.668 -5.345 4.579
H49 -4.314 -8.144 4.787
H50 -2.738 -8.905 4.581
H51 -2.825 -6.975 3.126
H52 -1.696 -6.623 4.429
Cl24 -5.179 5.620 4.529
C26 -5.775 4.270 3.528
C27 -4.655 3.415 3.010
Cl25 -3.651 4.276 1.814
H53 -6.360 4.689 2.719
H54 -6.428 3.672 4.156
H55 -5.065 2.539 2.512
H56 -4.005 3.084 3.811
Cl26 -5.820 7.885 8.779
C28 -6.130 8.078 7.034
C29 -5.746 9.441 6.537
Cl27 -6.810 10.718 7.183
H57 -7.179 7.874 6.857
H58 -5.542 7.325 6.523
H59 -5.835 9.469 5.455
H60 -4.728 9.686 6.810
Cl28 -6.289 2.303 -3.610
C30 -7.643 2.762 -4.676
C31 -8.061 1.627 -5.567
Cl29 -6.808 1.248 -6.775
H61 -7.335 3.625 -5.253
H62 -8.472 3.047 -4.036
H63 -8.960 1.902 -6.110
H64 -8.261 0.729 -4.995
Cl30 -4.358 -1.704 -8.499
C32 -5.795 -1.398 -9.508
C33 -6.120 -2.564 -10.398
Cl31 -4.893 -2.803 -11.667
H65 -5.611 -0.499 -10.084
H66 -6.623 -1.212 -8.831
H67 -7.066 -2.383 -10.899
H68 -6.195 -3.483 -9.830

M in Da: 1574.76
Lowest unoccupied orbital energy in eV: 0.295
Kohn-Sham gap in eV: 10.3
Total energy in eV: -424198.4935

Mulliken atomic charge list, values in e, 99 entries: 0.335, -0.321, 1.169, -1.395, -0.282, -0.156, -0.108, -0.445, 0.454, -0.098, 0.268, 0.456, 0.265, -0.226, -0.426, -0.325, -0.222, 0.304, 0.154, 0.285, 0.380, -0.136, -0.253, -0.637, -0.113, 0.035, 0.382, 0.294, 0.374, -0.185, -0.290, -0.622, -0.090, 0.057, 0.427, 0.337, 0.348, -0.186, -0.372, -0.466, -0.167, 0.237, 0.330, 0.280, 0.369, -0.240, -0.143, -0.419, -0.206, 0.011, 0.269, 0.252, 0.414, -0.148, -0.166, -0.184, -0.173, 0.100, 0.229, 0.425, -0.068, -0.222, -0.242, -0.268, -0.200, 0.126, 0.305, 0.338, 0.143, -0.189, -0.067, 0.066, -0.202, -0.040, 0.314, -0.171, 0.334, -0.153, -0.461, -0.479, -0.181, 0.311, 0.318, 0.334, 0.318, -0.096, -0.477, -0.397, -0.189, 0.226, 0.329, 0.299, 0.323, -0.195, -0.506, -0.256, -0.199, 0.339, 0.340

[2]
ORCA calculation (ωB97M-V with the def2-TZVPD basis set) on 9 unconnected molecules or ions with the total composition C33H68BNO27Si at a distorted geometry.

Element x y z (Å)
C1 7.452 3.851 3.225
B1 6.743 2.453 2.988
O1 7.261 1.344 3.610
Si1 5.107 2.281 1.841
C2 5.486 2.218 -0.028
C3 6.817 2.772 -0.402
O2 7.878 2.335 -0.002
C4 4.235 0.661 2.293
C5 3.227 0.805 3.446
C6 2.048 1.753 3.162
C7 1.536 1.675 1.735
N1 0.235 2.346 1.520
C8 0.017 3.554 2.155
C9 1.034 4.642 1.963
O3 -1.001 3.766 2.820
H1 8.364 3.863 2.630
H2 7.686 4.031 4.274
H3 6.811 4.665 2.892
H4 7.620 1.570 4.471
H5 4.212 3.439 2.081
H6 5.369 1.188 -0.360
H7 4.706 2.785 -0.537
H8 6.811 3.633 -1.095
H9 3.722 0.250 1.424
H10 4.979 -0.076 2.590
H11 3.765 1.210 4.303
H12 2.850 -0.165 3.763
H13 1.226 1.467 3.818
H14 2.340 2.763 3.435
H15 2.245 2.101 1.028
H16 1.400 0.634 1.455
H17 -0.544 1.722 1.669
H18 0.602 5.495 1.454
H19 1.921 4.328 1.421
H20 1.363 4.992 2.937
C10 5.338 6.606 -4.267
O4 3.931 6.547 -4.510
C11 3.247 5.862 -3.598
O5 3.710 5.318 -2.631
O6 1.962 5.883 -3.938
C12 1.104 5.180 -3.037
H21 5.762 7.188 -5.079
H22 5.545 7.098 -3.319
H23 5.771 5.607 -4.271
H24 1.149 5.619 -2.042
H25 1.374 4.127 -2.992
H26 0.098 5.280 -3.434
C13 0.025 -3.609 -1.731
O7 -0.540 -2.687 -0.796
C14 -1.222 -1.691 -1.358
O8 -1.387 -1.528 -2.537
O9 -1.692 -0.912 -0.387
C15 -2.451 0.210 -0.850
H27 0.541 -4.361 -1.147
H28 -0.756 -4.084 -2.322
H29 0.738 -3.107 -2.383
H30 -3.328 -0.116 -1.405
H31 -1.834 0.861 -1.465
H32 -2.774 0.754 0.033
C16 -6.906 -1.121 -2.098
O10 -6.617 0.098 -1.408
C17 -7.695 0.756 -0.984
O11 -8.835 0.411 -1.134
O12 -7.286 1.861 -0.364
C18 -8.347 2.670 0.149
H33 -5.947 -1.544 -2.383
H34 -7.432 -1.815 -1.446
H35 -7.497 -0.926 -2.990
H36 -8.927 2.120 0.887
H37 -8.994 3.010 -0.656
H38 -7.874 3.526 0.622
C19 -2.314 2.983 5.622
O13 -2.573 1.847 6.460
C20 -1.488 1.320 7.013
O14 -0.357 1.701 6.864
O15 -1.864 0.284 7.765
C21 -0.787 -0.382 8.423
H39 -3.275 3.302 5.231
H40 -1.871 3.791 6.201
H41 -1.665 2.716 4.796
H42 -0.270 0.296 9.099
H43 -0.085 -0.789 7.698
H44 -1.232 -1.193 8.992
C22 -1.809 -6.370 1.994
O16 -2.875 -7.130 1.420
C23 -2.690 -7.455 0.144
O17 -1.734 -7.166 -0.528
O18 -3.742 -8.145 -0.276
C24 -3.643 -8.556 -1.645
H45 -2.093 -6.179 3.024
H46 -0.879 -6.935 1.971
H47 -1.685 -5.424 1.469
H48 -2.790 -9.215 -1.790
H49 -3.562 -7.692 -2.300
H50 -4.557 -9.094 -1.878
C25 -2.884 -5.582 -4.227
O19 -3.954 -6.317 -4.827
C26 -3.749 -6.634 -6.104
O20 -2.777 -6.356 -6.752
O21 -4.809 -7.314 -6.536
C27 -4.724 -7.723 -7.903
H51 -3.179 -5.393 -3.198
H52 -1.966 -6.167 -4.235
H53 -2.732 -4.634 -4.740
H54 -3.873 -8.383 -8.054
H55 -4.645 -6.858 -8.558
H56 -5.644 -8.259 -8.117
C28 -1.180 8.317 2.338
O22 -0.862 9.482 1.573
C29 0.442 9.668 1.390
O23 1.320 8.954 1.796
O24 0.608 10.778 0.675
C30 1.973 11.100 0.400
H57 -2.263 8.276 2.409
H58 -0.818 7.421 1.840
H59 -0.757 8.384 3.338
H60 2.444 10.308 -0.179
H61 2.523 11.264 1.324
H62 1.957 12.016 -0.182
C31 2.594 -10.921 -3.755
O25 2.901 -9.705 -3.071
C32 1.831 -9.024 -2.661
O26 0.686 -9.352 -2.821
O27 2.252 -7.923 -2.047
C33 1.198 -7.092 -1.551
H63 3.546 -11.364 -4.028
H64 2.048 -11.601 -3.104
H65 2.014 -10.720 -4.653
H66 0.601 -7.620 -0.815
H67 0.563 -6.748 -2.366
H68 1.674 -6.240 -1.076

Relative energy (zero: lowest compared OMol25 entry of this formula, charge and spin) in eV: 0.377
SMILES: CB(O)[Si@@H](CC=O)CCCCNC(C)=O.COC(=O)OC.COC(=O)OC.COC(=O)OC.COC(=O)OC.COC(=O)OC.COC(=O)OC.COC(=O)OC.COC(=O)OC
M in Da: 949.78
Lowest unoccupied orbital energy in eV: 0.238
Kohn-Sham gap in eV: 9.7
Total energy in eV: -100651.9568

Mulliken atomic charge list, values in e, 99 entries: -1.004, 0.932, -0.566, -0.218, -0.388, -0.271, -0.499, -0.798, -1.259, 0.266, -1.089, 0.034, 0.527, -0.506, -0.681, 0.307, 0.359, 0.241, 0.288, -0.181, 0.429, 0.205, 0.351, 0.445, 0.565, 0.324, 0.431, 0.312, 0.198, 0.021, 0.531, 0.316, 0.055, 0.070, 0.224, -0.609, -0.332, 0.831, -0.532, -0.329, -0.607, 0.208, 0.289, 0.285, 0.257, 0.286, 0.249, -0.282, -0.346, 0.803, -0.556, -0.320, -0.606, 0.074, 0.023, 0.394, 0.272, 0.309, 0.209, -0.633, -0.219, 0.740, -0.543, -0.288, -0.647, 0.154, 0.324, 0.312, 0.298, 0.296, 0.212, -0.334, -0.350, 0.827, -0.553, -0.341, -0.620, 0.260, 0.280, 0.053, 0.289, 0.285, 0.218, -0.547, -0.340, 0.739, -0.377, -0.352, -0.293, 0.224, 0.279, 0.216, 0.299, -0.020, 0.229, -0.870, -0.357, 0.723, -0.535